Record 1
{
  "formula": "C10H14BN7O2Ti",
  "method": "wB97M-V/def2-TZVPD",
  "symbols": ["C", "N", "N", "C", "C", "B", "N", "N", "C", "C", "C", "Ti", "N", "N", "C", "C", "C", "H", "H", "H", "H", "H", "H", "H", "H", "H", "H", "H", "C", "H", "H", "H", "O", "N", "O"],
  "coordinates": [[1.53043, -2.67388, 1.50538], [0.73326, -1.72139, 0.95713], [-0.30734, -2.32269, 0.23536], [-0.21768, -3.63662, 0.45143], [0.92490, -3.90420, 1.24684], [-1.27959, -1.37610, -0.61849], [-1.83751, -0.17591, 0.21939], [-0.98524, 0.71850, 0.85161], [-1.76379, 1.63385, 1.50357], [-3.11242, 1.31388, 1.28688], [-3.10640, 0.16731, 0.47419], [0.83272, 0.04582, 0.35518], [-0.44091, -0.67157, -1.77358], [0.67098, 0.16237, -1.55089], [1.04435, 0.70075, -2.75083], [0.23294, 0.15217, -3.75102], [-0.70080, -0.68080, -3.08798], [1.86276, 1.41786, -2.82575], [-1.54742, -1.27238, -3.46759], [0.31135, 0.31386, -4.82317], [-2.20201, -2.07190, -0.93385], [-3.87865, -0.49297, 0.11423], [-1.00191, -4.24838, 0.02804], [-3.99554, 1.77608, 1.68439], [1.25578, -4.86919, 1.59837], [-1.32597, 2.41411, 2.09633], [2.41737, -2.33131, 2.04254], [0.94124, 2.86587, 0.21120], [1.15617, 3.62125, 1.03013], [0.23703, 4.21207, 1.20295], [1.42100, 3.10771, 1.99864], [2.02206, 4.27120, 0.75633], [3.97554, 1.99940, 1.58294], [3.74326, 0.87571, 1.18132], [2.39005, 0.67952, 0.96877]],
  "forces_ev_per_angstrom": [[-1.2, -0.6, -0.2], [0.0, -1.0, -0.9], [0.6, 0.9, 1.0], [0.3, 0.7, 0.1], [0.1, 0.4, 0.0], [-0.3, -0.2, 0.4], [0.4, -0.1, 0.6], [-0.5, 0.1, 0.0], [-0.8, -1.2, -0.7], [0.8, -0.5, -0.2], [0.8, 0.1, 0.5], [1.2, 2.6, 1.1], [0.3, -0.3, -0.9], [-0.7, -0.2, -0.8], [-0.8, -1.1, -0.5], [0.1, 0.2, 0.6], [0.4, 0.2, 0.2], [-0.3, -0.4, 0.1], [0.6, 0.4, 0.1], [-0.1, 0.1, 0.4], [0.3, 0.3, -0.5], [-0.3, 0.3, 0.0], [0.3, -0.4, 0.1], [0.0, 0.3, 0.1], [0.0, 0.0, -0.1], [0.1, 0.1, 0.0], [-0.3, -0.6, -0.1], [0.3, 0.9, 0.8], [0.2, -0.5, 0.3], [0.6, -0.1, -0.2], [-0.3, 0.4, -1.0], [-0.9, -0.5, 0.0], [0.8, -0.2, 0.0], [-2.0, 0.7, 0.0], [0.4, -0.9, -0.4]],
  "mol_weight_g_mol": 322.95,
  "multiplicity": 3,
  "e_lumo_ev": [-8.78, -9.81],
  "orbital_gap_ev": [6.63, 6.81],
  "s_squared": 2.03,
  "charge": 2,
  "e_tot_ha": -1796.8923,
  "fmax_ev_per_a": 3.04
}



Record 2
{
  "formula": "C4H9NO",
  "method": "wB97M-V/def2-TZVPD",
  "symbols": ["C", "C", "N", "C", "O", "C", "H", "H", "H", "H", "H", "H", "H", "H", "H"],
  "coordinates": [[2.30946, 0.77072, 0.56978], [1.34855, 0.10075, -0.40611], [-0.05902, 0.15538, -0.04296], [-0.62080, -0.95530, 0.16777], [-1.94574, -1.14147, 0.23620], [-2.76800, -0.07410, -0.23160], [1.92895, 1.74543, 0.88966], [2.49478, 0.15167, 1.45454], [3.26904, 0.92930, 0.06459], [1.66950, -0.94020, -0.58099], [1.41654, 0.62273, -1.36850], [-0.10560, -1.91583, 0.29465], [-3.61423, -0.54436, -0.73981], [-2.20456, 0.56425, -0.91668], [-3.11887, 0.53103, 0.60947]],
  "forces_ev_per_angstrom": [[0.0, 0.0, 0.0], [0.2, 0.0, -0.1], [-0.2, -0.4, 0.0], [0.2, 0.2, -0.1], [0.1, 0.0, 0.1], [-0.2, 0.2, 0.0], [0.0, -0.1, 0.0], [-0.1, 0.1, -0.1], [-0.1, 0.0, 0.1], [0.0, 0.2, 0.0], [0.1, -0.1, 0.1], [0.0, 0.1, -0.1], [0.1, 0.1, 0.1], [-0.1, -0.1, 0.1], [0.1, -0.1, -0.1]],
  "mol_weight_g_mol": 87.12,
  "e_above_lowest_ev": 1.5965,
  "e_lumo_ev": 1.12,
  "orbital_gap_ev": 10.65,
  "e_tot_ha": -287.7738,
  "fmax_ev_per_a": 0.46
}



Record 3
{
  "formula": "C4H9N2",
  "method": "wB97M-V/def2-TZVPD",
  "symbols": ["C", "C", "C", "C", "N", "N", "H", "H", "H", "H", "H", "H", "H", "H", "H"],
  "coordinates": [[-0.10680, -0.39504, 1.49866], [-1.03974, 0.12982, 0.76982], [2.34470, -0.55730, 0.13880], [-2.08633, 1.37428, -1.10510], [2.59060, -1.77366, -0.14177], [-1.09082, 1.11237, -0.11067], [-0.15721, -0.87470, 2.48177], [-1.96289, -0.46494, 0.69642], [3.22986, 0.13449, -0.07736], [-2.99344, 0.85159, -0.66063], [-2.18701, 2.50507, -1.01235], [-1.74578, 1.03377, -2.09489], [1.92661, -2.52766, 0.33214], [3.46838, -2.29341, -0.55605], [-0.19015, 1.74532, -0.15879]],
  "forces_ev_per_angstrom": [[1.4, -2.0, 1.4], [-1.8, 0.7, -2.4], [1.1, 1.2, 0.5], [-1.1, 0.9, 1.4], [-0.4, -4.2, 1.3], [4.7, 2.2, 0.3], [0.8, 0.4, -0.4], [0.0, -0.2, 0.8], [-1.4, -0.5, -0.1], [0.6, 0.8, -1.4], [-0.5, -1.5, -0.9], [-0.6, 0.2, 0.3], [1.4, 2.0, -1.7], [-1.8, 1.9, 0.9], [-2.5, -1.8, 0.1]],
  "mol_weight_g_mol": 85.13,
  "e_above_lowest_ev": 7.4779,
  "e_lumo_ev": [-6.12, -5.28],
  "orbital_gap_ev": [6.74, 7.40],
  "charge": 1,
  "e_tot_ha": -266.8245,
  "fmax_ev_per_a": 5.18
}



Record 4
{
  "formula": "C37H37Cl2F4N6O4SV",
  "method": "wB97M-V/def2-TZVPD",
  "symbols": ["V", "C", "C", "N", "C", "C", "C", "C", "N", "C", "C", "F", "C", "F", "C", "C", "F", "C", "F", "H", "H", "H", "H", "H", "H", "H", "H", "H", "H", "H", "H", "H", "H", "H", "Cl", "C", "C", "C", "Cl", "C", "O", "C", "C", "O", "C", "H", "H", "H", "C", "N", "C", "S", "N", "C", "H", "H", "H", "H", "H", "H", "H", "H", "O", "C", "N", "C", "C", "O", "N", "C", "C", "C", "C", "C", "C", "C", "C", "C", "C", "C", "C", "H", "H", "H", "H", "H", "H", "H", "H", "H", "H", "H"],
  "coordinates": [[-0.01404, 1.26660, 0.92894], [-3.05384, -0.91380, 4.83424], [-1.90304, -1.79340, 4.34014], [-1.60454, -1.53030, 2.94434], [-2.54594, -2.13840, 2.02074], [-2.79474, -1.16680, 0.87674], [-0.21794, -1.72540, 2.53684], [0.72596, -0.63670, 3.06664], [0.20546, 0.65120, 2.70044], [0.55846, 1.75120, 3.36314], [-0.30834, 2.87760, 3.31764], [-1.44954, 2.74100, 2.56454], [-0.08534, 4.04790, 3.99294], [-0.97914, 5.06310, 3.91114], [1.03206, 4.20050, 4.81294], [1.90116, 3.12430, 4.89114], [2.99846, 3.23620, 5.68234], [1.68626, 1.94390, 4.21444], [2.62496, 0.95830, 4.32884], [-3.25614, -1.11000, 5.88454], [-3.97744, -1.09020, 4.28464], [-2.77784, 0.13230, 4.73384], [-2.13814, -2.85720, 4.51544], [-1.02034, -1.55140, 4.93134], [-3.49004, -2.31010, 2.54594], [-2.20934, -3.10400, 1.61094], [-3.11944, 0.02420, 2.43244], [-3.61694, -1.49130, 0.23184], [-1.88784, -1.01150, 0.27994], [-0.18244, -1.65390, 1.44424], [0.15646, -2.71670, 2.85274], [1.71766, -0.81900, 2.61674], [0.83756, -0.72220, 4.15964], [1.21956, 5.11490, 5.34554], [-5.48264, 3.99250, -3.04256], [-4.28314, 3.19640, -2.06246], [-2.94304, 3.44420, -2.31896], [-2.02964, 2.77890, -1.51416], [-0.30394, 2.99250, -1.60176], [-2.41114, 1.89290, -0.50276], [-1.48454, 1.27400, 0.15254], [-3.80664, 1.68050, -0.23206], [-4.20414, 0.92740, 0.89974], [-3.11894, 0.12620, 1.46124], [-4.71934, 2.34860, -1.05886], [-2.62674, 4.13540, -3.08136], [-5.14124, 0.37940, 0.85244], [-5.77684, 2.21450, -0.89036], [-3.25784, -1.54830, -3.21596], [-3.18374, -2.88210, -2.67786], [-2.17704, -3.31140, -1.87766], [-0.83474, -2.41280, -1.51066], [-2.30854, -4.57830, -1.33206], [-2.85344, -5.68820, -2.08856], [-3.55094, -1.59370, -4.26626], [-2.27644, -1.08720, -3.12926], [-3.97814, -0.92610, -2.67826], [-4.03274, -3.42450, -2.71746], [-1.45034, -4.80990, -0.84646], [-2.26284, -5.91410, -2.98536], [-3.87564, -5.46770, -2.39526], [-2.87054, -6.56940, -1.44826], [2.37076, 2.80130, 1.07494], [2.50686, 1.92210, 0.24004], [3.57416, 1.77150, -0.60006], [3.37446, 0.67300, -1.51466], [2.02616, 0.11280, -0.95356], [1.48146, -0.89470, -1.35656], [1.60606, 0.93330, 0.01094], [3.06916, 1.11400, -2.92716], [2.70556, 2.42170, -3.22516], [2.35496, 2.77110, -4.51686], [2.36996, 1.82320, -5.52526], [2.71776, 0.51490, -5.22986], [3.06376, 0.16080, -3.93996], [4.52146, -0.30770, -1.44886], [4.43736, -1.46740, -0.69006], [5.52466, -2.31700, -0.58676], [6.71176, -2.01270, -1.23406], [6.79706, -0.86660, -2.00846], [5.70916, -0.02090, -2.11866], [4.42086, 2.30820, -0.54226], [2.67486, 3.16460, -2.44156], [2.05786, 3.78790, -4.73086], [2.09646, 2.10140, -6.53366], [2.71116, -0.23440, -6.00926], [3.30896, -0.86370, -3.70536], [3.51276, -1.71130, -0.19056], [5.44376, -3.21710, 0.00704], [7.56686, -2.66740, -1.13876], [7.71806, -0.63020, -2.52446], [5.77906, 0.86860, -2.72936]],
  "forces_ev_per_angstrom": [[2.6, 1.0, 1.9], [0.3, -0.2, 0.0], [-0.2, 0.1, 0.0], [-0.1, -0.2, 0.1], [-0.1, 0.3, -0.1], [0.7, -0.6, -0.2], [0.2, 0.3, 0.1], [0.0, -0.5, 0.2], [0.1, -1.1, 0.8], [0.4, 1.2, 2.0], [-0.4, -0.3, -0.7], [0.4, 0.2, 0.7], [0.4, 0.3, 0.5], [0.2, -0.4, -0.1], [-0.3, -0.3, -0.4], [-0.1, 0.2, 0.2], [-0.2, -0.1, -0.2], [-0.1, -0.3, -0.4], [-0.3, 0.3, 0.0], [-0.1, 0.0, 0.1], [-0.1, 0.0, -0.1], [0.0, 0.2, 0.0], [0.1, 0.0, 0.0], [0.0, -0.1, 0.0], [0.0, -0.1, 0.0], [0.0, 0.1, 0.0], [0.2, 0.5, -0.2], [0.0, 0.3, 0.1], [-0.4, 0.1, 0.2], [0.0, -0.2, 0.1], [0.0, 0.0, -0.1], [-0.2, -0.1, 0.2], [0.0, 0.0, -0.1], [0.0, 0.1, 0.1], [-0.2, 0.2, -0.2], [0.4, -0.2, 0.1], [-0.1, 0.2, 0.0], [-0.2, -0.6, 0.8], [-0.1, 0.5, -0.8], [-1.5, 1.0, -1.7], [-3.7, -0.5, -1.8], [1.1, 0.1, 0.2], [-0.7, 0.5, 0.1], [-1.0, -0.9, 0.4], [0.1, 0.0, -0.1], [0.0, 0.1, -0.1], [0.2, -0.3, 0.1], [-0.1, 0.0, 0.0], [0.0, 0.4, -0.3], [0.0, -0.6, 0.4], [0.0, 0.0, 0.0], [0.1, -0.1, -0.2], [0.0, 0.0, 0.0], [-0.1, 0.1, -0.1], [0.0, 0.0, 0.0], [-0.1, 0.0, 0.0], [0.0, 0.0, 0.1], [0.2, -0.1, 0.1], [-0.1, 0.1, -0.1], [-0.1, 0.0, 0.0], [0.0, -0.2, 0.0], [-0.1, 0.0, 0.0], [0.0, 0.1, 0.2], [1.0, 0.7, 0.1], [0.2, 0.0, -0.3], [-0.2, 0.0, 0.1], [0.4, -0.8, -0.5], [0.4, 0.2, -0.1], [1.0, -0.5, -0.6], [0.1, 0.1, -0.3], [0.1, -0.1, 0.2], [0.0, 0.1, -0.1], [-0.1, 0.1, -0.1], [0.0, -0.1, -0.1], [-0.1, 0.0, 0.0], [0.1, -0.2, 0.0], [-0.1, 0.1, 0.0], [0.2, 0.0, 0.0], [0.0, -0.1, 0.0], [0.2, 0.0, 0.0], [-0.1, 0.0, 0.1], [-0.1, 0.1, 0.1], [0.0, 0.0, 0.1], [0.0, 0.1, 0.0], [0.0, 0.0, -0.1], [0.0, -0.1, 0.0], [0.0, -0.1, 0.0], [-0.1, 0.0, 0.0], [0.0, 0.0, 0.0], [0.0, -0.1, 0.0], [0.0, 0.0, 0.0], [0.0, 0.1, -0.1]],
  "mol_weight_g_mol": 859.65,
  "multiplicity": 2,
  "e_lumo_ev": [2.10, 2.10],
  "orbital_gap_ev": [4.66, 4.22],
  "s_squared": 0.82,
  "charge": -1,
  "e_tot_ha": -4723.6212,
  "fmax_ev_per_a": 4.15
}